{"formula": "C38H28BrCeN5O9PS", "method": "the ωB97M-V functional and the def2-TZVPD basis", "symbols": ["Ce", "O", "C", "C", "C", "C", "C", "C", "C", "N", "N", "C", "O", "C", "C", "C", "C", "C", "C", "H", "H", "H", "H", "H", "H", "H", "H", "H", "H", "N", "P", "C", "C", "C", "C", "C", "C", "C", "C", "C", "C", "C", "C", "C", "C", "C", "C", "C", "N", "H", "H", "H", "H", "H", "H", "H", "H", "H", "H", "H", "H", "H", "H", "H", "O", "S", "O", "O", "O", "O", "C", "Br", "C", "C", "N", "C", "C", "C", "C", "O", "O", "H", "H", "H"], "coordinates": [[0.928, -0.814, 0.953], [1.927, -2.688, 2.034], [2.596, -2.490, 3.078], [2.024, -2.761, 4.350], [2.757, -2.607, 5.521], [4.125, -2.283, 5.465], [4.708, -2.069, 4.202], [3.965, -2.047, 3.025], [4.530, -1.602, 1.812], [3.753, -1.240, 0.793], [4.291, -1.016, -0.385], [3.362, -0.778, -1.328], [2.099, -0.991, -1.111], [3.839, -0.191, -2.558], [2.888, 0.433, -3.403], [3.336, 0.999, -4.580], [4.706, 0.999, -4.920], [5.638, 0.439, -4.060], [5.204, -0.181, -2.856], [0.944, -2.980, 4.314], [2.295, -2.817, 6.509], [4.737, -2.294, 6.344], [5.778, -1.798, 4.182], [5.629, -1.568, 1.689], [1.834, 0.501, -3.107], [2.579, 1.350, -5.279], [5.073, 1.423, -5.837], [6.690, 0.530, -4.299], [5.918, -0.636, -2.162], [-2.529, 1.936, -1.961], [-1.871, 1.757, -0.288], [-1.590, 3.528, -0.024], [-0.298, 4.023, -0.244], [-0.080, 5.372, -0.049], [-1.112, 6.276, 0.219], [-2.404, 5.774, 0.297], [-2.646, 4.395, 0.176], [-3.350, 1.509, 0.767], [-3.488, 2.146, 2.013], [-4.553, 1.811, 2.838], [-5.544, 0.925, 2.389], [-5.390, 0.310, 1.178], [-4.310, 0.603, 0.345], [-1.894, 1.298, -2.966], [-1.936, 1.662, -4.323], [-1.381, 0.817, -5.262], [-0.918, -0.467, -4.849], [-1.001, -0.839, -3.518], [-1.372, 0.072, -2.508], [-3.043, 2.765, -2.200], [0.568, 3.374, -0.440], [0.960, 5.702, -0.066], [-0.898, 7.307, 0.434], [-3.315, 6.380, 0.487], [-3.649, 4.002, 0.277], [-2.812, 2.977, 2.317], [-4.625, 2.254, 3.810], [-6.383, 0.652, 3.033], [-6.166, -0.395, 0.816], [-4.200, 0.206, -0.683], [-2.465, 2.574, -4.573], [-1.237, 1.170, -6.290], [-0.517, -1.146, -5.556], [-0.804, -1.844, -3.205], [2.380, 2.752, 2.348], [1.393, 1.733, 2.019], [1.761, 0.290, 2.682], [1.515, 1.360, 0.508], [-0.090, 1.912, 2.194], [-1.329, -1.277, -0.707], [-1.259, -0.063, -1.042], [0.067, -5.462, -1.425], [-1.310, -5.366, -0.191], [-2.643, -5.801, -0.374], [-3.643, -5.378, 0.407], [-3.383, -4.363, 1.265], [-2.038, -3.889, 1.526], [-0.987, -4.549, 0.906], [-1.836, -2.585, 2.242], [-2.668, -2.217, 3.045], [-0.711, -1.923, 2.009], [-2.898, -6.492, -1.157], [-4.272, -3.989, 1.799], [0.052, -4.406, 1.172]], "total_charge": -2, "lumo_ev": [3.17, 3.34], "multiplicity": 2, "e_homo_ev": [-1.1, -1.3], "orbital_gap_ha": [0.1573, 0.1695]}

=====

{"formula": "C38H28Cl2FIPSc", "method": "the ωB97M-V functional and the def2-TZVPD basis", "symbols": ["Sc", "I", "C", "C", "C", "C", "C", "C", "C", "C", "C", "P", "C", "C", "C", "C", "C", "C", "C", "C", "C", "C", "C", "C", "C", "H", "H", "H", "H", "H", "H", "H", "H", "H", "H", "H", "H", "H", "H", "H", "H", "Cl", "C", "Cl", "H", "H", "F", "C", "C", "C", "C", "C", "C", "C", "C", "C", "C", "C", "C", "C", "C", "C", "H", "H", "H", "H", "H", "H", "H", "H", "H", "H"], "coordinates": [[2.381, 0.179, -0.972], [1.342, 2.626, 0.476], [-0.470, 1.813, 1.160], [-0.583, 1.765, 2.518], [-1.822, 1.476, 3.126], [-2.928, 1.336, 2.350], [-2.833, 1.378, 0.935], [-4.013, 1.287, 0.160], [-3.968, 1.320, -1.201], [-2.715, 1.326, -1.836], [-1.538, 1.387, -1.130], [-0.047, 0.918, -2.084], [0.228, 2.299, -3.235], [-0.336, 3.551, -3.003], [-0.012, 4.627, -3.818], [0.876, 4.465, -4.870], [1.448, 3.221, -5.104], [1.132, 2.151, -4.286], [-0.648, -0.484, -3.083], [-1.037, -0.396, -4.417], [-1.472, -1.530, -5.090], [-1.532, -2.751, -4.432], [-1.153, -2.841, -3.100], [-0.702, -1.715, -2.429], [-1.571, 1.526, 0.295], [0.271, 1.966, 3.151], [-1.871, 1.416, 4.204], [-3.905, 1.186, 2.792], [-4.958, 1.199, 0.682], [-4.872, 1.277, -1.793], [-2.685, 1.220, -2.914], [-1.031, 3.690, -2.185], [-0.455, 5.596, -3.625], [1.127, 5.306, -5.503], [2.150, 3.089, -5.917], [1.598, 1.189, -4.467], [-0.999, 0.554, -4.937], [-1.767, -1.457, -6.129], [-1.872, -3.633, -4.960], [-1.193, -3.791, -2.583], [-0.380, -1.794, -1.394], [4.262, -2.602, -4.939], [3.215, -1.416, -4.184], [2.645, -1.986, -2.583], [2.332, -1.277, -4.797], [3.759, -0.493, -4.010], [3.717, 1.077, -2.019], [2.151, -1.031, 0.601], [1.771, -1.283, 1.775], [1.314, -1.470, 3.041], [0.703, -2.753, 3.406], [0.183, -3.598, 2.414], [-0.366, -4.830, 2.726], [-0.424, -5.267, 4.043], [0.097, -4.451, 5.037], [0.655, -3.220, 4.728], [1.429, -0.334, 3.966], [0.442, -0.024, 4.915], [0.543, 1.100, 5.720], [1.632, 1.957, 5.614], [2.624, 1.664, 4.686], [2.523, 0.542, 3.878], [0.222, -3.271, 1.381], [-0.757, -5.454, 1.931], [-0.857, -6.228, 4.288], [0.084, -4.780, 6.070], [1.086, -2.625, 5.521], [-0.431, -0.659, 4.994], [-0.242, 1.310, 6.438], [1.712, 2.829, 6.250], [3.488, 2.311, 4.595], [3.305, 0.317, 3.163]], "lumo_ev": -0.43, "relative_energy_kcal_mol": 74.0, "e_homo_ev": -5.3, "orbital_gap_ha": 0.1786}

=====

{"formula": "C38H28ClF6InNO9P2S2", "method": "the ωB97M-V functional and the def2-TZVPD basis", "symbols": ["In", "F", "C", "F", "F", "S", "O", "O", "N", "S", "O", "O", "C", "F", "F", "F", "O", "C", "C", "C", "C", "C", "C", "P", "C", "C", "C", "C", "C", "C", "C", "C", "C", "C", "C", "C", "C", "C", "C", "C", "C", "C", "P", "C", "C", "C", "C", "C", "C", "C", "C", "C", "C", "C", "C", "H", "H", "H", "H", "H", "H", "H", "H", "H", "H", "H", "H", "H", "H", "H", "H", "H", "H", "H", "H", "H", "H", "H", "H", "H", "H", "H", "H", "O", "Cl", "O", "O", "O"], "coordinates": [[0.810, -0.002, 0.756], [0.982, -3.301, 5.938], [1.385, -3.015, 4.675], [1.581, -4.162, 4.009], [2.557, -2.395, 4.725], [0.079, -1.802, 3.850], [0.805, -0.978, 2.847], [-0.411, -1.029, 4.948], [-0.855, -2.918, 3.298], [-1.384, -3.074, 1.765], [-0.567, -2.304, 0.847], [-2.853, -2.898, 1.784], [-1.315, -4.931, 1.263], [-1.933, -5.517, 2.332], [-0.033, -5.463, 1.062], [-2.068, -5.135, 0.153], [-1.563, 1.054, -1.960], [-0.832, 0.992, -3.140], [-1.069, 1.790, -4.261], [-0.471, 1.560, -5.512], [0.375, 0.465, -5.618], [0.731, -0.278, -4.507], [0.178, 0.032, -3.252], [0.920, -0.858, -1.795], [0.554, -2.644, -2.025], [1.370, -3.595, -1.353], [1.055, -4.965, -1.446], [0.043, -5.399, -2.254], [-0.833, -4.467, -2.847], [-0.537, -3.066, -2.805], [2.648, -0.660, -2.218], [3.317, -1.719, -2.883], [4.601, -1.549, -3.368], [5.305, -0.335, -3.204], [4.680, 0.646, -2.426], [3.394, 0.466, -1.876], [-2.324, 2.147, -1.564], [-3.226, 2.746, -2.398], [-3.715, 4.037, -2.103], [-3.468, 4.614, -0.866], [-2.669, 3.905, 0.061], [-2.086, 2.692, -0.256], [-1.300, 1.782, 1.079], [-0.222, 3.012, 1.865], [0.565, 3.845, 1.025], [1.547, 4.646, 1.554], [1.860, 4.588, 2.935], [1.155, 3.724, 3.779], [0.305, 2.813, 3.186], [-2.567, 1.382, 2.249], [-3.213, 0.138, 2.120], [-4.063, -0.295, 3.175], [-4.396, 0.591, 4.204], [-3.816, 1.831, 4.279], [-2.875, 2.216, 3.312], [-1.734, 2.647, -4.227], [-0.720, 2.101, -6.439], [0.802, 0.204, -6.578], [1.312, -1.164, -4.592], [2.232, -3.308, -0.772], [1.628, -5.705, -0.925], [-0.205, -6.442, -2.458], [-1.793, -4.717, -3.304], [-1.169, -2.364, -3.336], [2.750, -2.625, -3.105], [5.069, -2.369, -3.937], [6.261, -0.214, -3.647], [5.152, 1.579, -2.208], [3.022, 1.256, -1.189], [-3.537, 2.252, -3.340], [-4.268, 4.583, -2.833], [-3.874, 5.598, -0.627], [-2.408, 4.368, 1.005], [0.260, 3.995, 0.003], [2.153, 5.222, 0.887], [2.679, 5.282, 3.291], [1.392, 3.718, 4.846], [-0.122, 1.969, 3.782], [-3.198, -0.392, 1.178], [-4.383, -1.309, 3.029], [-5.035, 0.294, 5.012], [-4.023, 2.456, 5.150], [-2.359, 3.143, 3.396], [2.488, 1.174, 1.637], [3.666, 0.165, 1.798], [4.883, 0.822, 1.402], [3.680, -0.286, 3.147], [3.260, -0.894, 0.817]], "total_charge": 1, "lumo_ev": -4.46, "e_homo_ev": -11.6, "orbital_gap_ha": 0.2639}

=====

Computed values of max |F| (unit: hartree/bohr) for the preceding records, in sequence: 0.0849, 0.0113, 0.0666.